No. 1
Here is a structure of composition C31H30BF5IrN8O2PTe at a distorted geometry from the Open Molecules 2025 dataset. Energies are from ωB97M-V/def2-TZVPD.

Geometry as XYZ:
```
80
Properties=species:S:1:pos:R:3:lowdin_charge:R:1
Ir -0.086 -0.334 0.012 1.68
C 0.050 -2.559 3.347 0.01
C 0.129 -1.278 2.876 -0.08
N 0.760 -1.285 1.670 -0.08
N 1.015 -2.591 1.349 0.04
C 0.601 -3.366 2.336 0.01
B 1.803 -2.866 0.039 -0.65
N 0.815 -2.912 -1.142 0.03
C 0.610 -3.810 -2.101 0.00
C -0.358 -3.319 -2.978 0.01
C -0.715 -2.085 -2.478 -0.09
N -0.025 -1.878 -1.341 -0.11
N 2.605 -1.552 -0.175 0.06
C 3.905 -1.244 -0.128 0.01
C 4.072 0.099 -0.428 0.02
C 2.792 0.580 -0.620 -0.10
N 1.917 -0.425 -0.465 -0.12
N 2.582 -4.139 0.084 0.00
C 3.888 -4.514 -0.085 -0.06
C 3.950 -5.871 0.010 -0.03
C 2.619 -6.276 0.254 -0.11
N 1.806 -5.239 0.307 0.06
H -0.367 -2.884 4.285 0.13
H -0.187 -0.357 3.338 0.14
H 0.722 -4.438 2.286 0.14
H 1.130 -4.754 -2.103 0.15
H -0.763 -3.811 -3.845 0.13
H -1.435 -1.371 -2.845 0.12
H 4.654 -1.970 0.125 0.12
H 4.996 0.647 -0.484 0.13
H 2.473 1.579 -0.863 0.12
H 4.693 -3.833 -0.291 0.10
H 4.829 -6.491 -0.033 0.11
H 2.239 -7.273 0.409 0.12
C 0.467 1.464 0.860 -0.16
H 0.531 2.271 0.131 0.04
H 1.394 1.373 1.417 0.04
H -0.388 1.637 1.530 0.04
O -1.878 0.512 -0.373 -0.48
P -2.676 1.711 -0.959 0.91
C -2.288 3.189 -0.033 -0.32
C -2.517 3.152 1.347 -0.10
C -2.166 4.245 2.123 -0.05
C -1.598 5.366 1.524 -0.04
C -1.380 5.401 0.154 -0.05
C -1.726 4.311 -0.635 -0.06
C -2.238 1.899 -2.684 -0.29
C -3.173 2.349 -3.613 -0.04
C -2.834 2.389 -4.958 -0.04
C -1.565 2.004 -5.369 -0.04
C -0.622 1.574 -4.443 -0.05
C -0.962 1.516 -3.101 -0.10
C -4.424 1.422 -0.825 -0.29
C -4.918 0.173 -1.207 -0.07
C -6.286 -0.038 -1.220 -0.04
C -7.149 0.977 -0.827 -0.03
C -6.655 2.217 -0.445 -0.04
C -5.287 2.445 -0.432 -0.06
H -2.971 2.278 1.803 0.13
H -2.344 4.228 3.191 0.12
H -1.333 6.221 2.131 0.12
H -0.939 6.275 -0.305 0.12
H -1.559 4.336 -1.705 0.11
H -4.162 2.652 -3.289 0.12
H -3.561 2.716 -5.689 0.12
H -1.308 2.040 -6.420 0.12
H 0.370 1.293 -4.770 0.12
H -0.233 1.172 -2.373 0.07
H -4.248 -0.623 -1.495 0.09
H -6.667 -1.004 -1.524 0.12
H -8.215 0.795 -0.799 0.12
H -7.330 3.005 -0.139 0.12
H -4.905 3.410 -0.123 0.11
F -4.212 -2.082 1.121 -0.32
Te -2.691 -2.980 0.602 1.80
F -3.035 -2.532 -1.178 -0.34
F -2.438 -3.696 2.284 -0.31
F -3.812 -4.408 0.290 -0.31
F -1.337 -4.098 -0.001 -0.31
O -1.641 -1.539 0.928 -0.59
```

Values from the calculation:
Frontier orbital gap (spin up / spin down) in hartree: 0.1764 / 0.1749
Net charge: +2
Calculated total energy in eV: -82320.074
F_max in eV/Å: 3.95
2S+1: 1


No. 2
Here is a structure of composition C31H30BrN5O4Yb at a distorted geometry from the Open Molecules 2025 dataset. Energies are from ωB97M-V/def2-TZVPD.

Geometry as XYZ:
```
72
Properties=species:S:1:pos:R:3:lowdin_spin:R:1
Yb 1.271 -0.116 -0.083 1.00
O -1.913 -2.322 1.112 0.00
C -2.601 -1.636 2.081 0.00
C -3.736 -2.209 2.629 0.00
C -4.441 -1.533 3.614 0.00
C -4.010 -0.294 4.073 0.00
C -2.868 0.270 3.519 0.00
C -2.165 -0.384 2.515 0.00
C -0.987 0.265 1.840 0.00
O -0.007 -0.627 1.423 0.00
N -1.518 0.970 0.649 0.00
N -0.587 1.506 -0.165 0.00
C -0.895 2.363 -1.056 0.00
C 0.091 2.861 -2.008 0.00
Br 1.815 2.026 -1.903 0.00
C -0.060 3.767 -2.966 0.00
C -1.275 4.575 -3.198 0.00
C -1.685 4.797 -4.512 0.00
C -2.824 5.542 -4.776 0.00
C -3.552 6.094 -3.729 0.00
C -3.132 5.908 -2.419 0.00
C -1.998 5.153 -2.154 0.00
H -1.008 -1.955 1.135 0.00
H -4.052 -3.184 2.280 0.00
H -5.328 -1.987 4.039 0.00
H -4.554 0.222 4.853 0.00
H -2.513 1.235 3.867 0.00
H -0.551 1.014 2.513 0.00
H -2.418 1.426 0.726 0.00
H -1.914 2.722 -1.169 0.00
H 0.763 3.919 -3.657 0.00
H -1.112 4.375 -5.330 0.00
H -3.138 5.700 -5.800 0.00
H -4.437 6.684 -3.935 0.00
H -3.678 6.364 -1.603 0.00
H -1.647 5.051 -1.134 0.00
C 2.744 -2.363 3.292 0.00
C 2.712 -1.240 2.319 0.00
N 2.739 -1.374 1.052 0.00
N 2.796 -2.625 0.466 0.00
C 2.513 -2.532 -0.814 0.00
O 2.149 -1.415 -1.398 0.00
C 2.574 -3.773 -1.617 0.00
C 2.673 -5.018 -1.000 0.00
C 2.729 -6.168 -1.769 0.00
C 2.695 -6.082 -3.156 0.00
C 2.603 -4.841 -3.775 0.00
C 2.538 -3.688 -3.006 0.00
C 2.556 0.179 2.769 0.00
C 2.606 0.529 4.102 0.00
C 2.478 1.868 4.454 0.00
C 2.295 2.812 3.462 0.00
C 2.215 2.373 2.149 0.00
N 2.335 1.095 1.805 0.00
H 2.913 -3.297 2.766 0.00
H 1.785 -2.415 3.815 0.00
H 3.529 -2.221 4.038 0.00
H 2.703 -5.070 0.081 0.00
H 2.801 -7.136 -1.288 0.00
H 2.742 -6.983 -3.755 0.00
H 2.587 -4.774 -4.855 0.00
H 2.473 -2.715 -3.475 0.00
H 2.751 -0.231 4.858 0.00
H 2.525 2.163 5.494 0.00
H 2.201 3.865 3.690 0.00
H 2.041 3.073 1.339 0.00
C -0.608 -1.830 -2.576 0.00
O -0.649 -1.170 -1.298 0.00
H -1.577 -1.749 -3.066 0.00
H -0.331 -2.877 -2.465 0.00
H 0.146 -1.333 -3.175 0.00
H -1.315 -1.597 -0.736 0.00
```

Values from the calculation:
Frontier orbital gap (spin up / spin down) in hartree: 0.2817 / 0.2814
Relative energy (zero: lowest compared OMol25 entry of this formula, charge and spin) in kJ/mol: 0.00
Net charge: +1
Calculated total energy in eV: -149843.607
F_max in eV/Å: 1.96
2S+1: 2


No. 3
Here is a structure of composition C31H30FN6O4ReS3 at a distorted geometry from the Open Molecules 2025 dataset. Energies are from ωB97M-V/def2-TZVPD.

Geometry as XYZ:
```
76
Properties=species:S:1:pos:R:3:lowdin_spin:R:1
Re -0.226 -0.195 0.272 0.96
N 2.112 -1.405 4.974 0.00
C 1.477 -0.429 4.288 0.00
C 1.033 -0.643 2.971 0.00
N 0.362 0.304 2.321 0.00
C 0.146 1.482 2.929 0.00
C 0.635 1.683 4.200 0.00
N 1.292 0.746 4.885 0.00
H 2.278 -2.312 4.580 0.00
H 2.428 -1.209 5.907 0.00
H 1.242 -1.565 2.443 0.00
H -0.422 2.235 2.407 0.00
H 0.491 2.640 4.692 0.00
N -3.514 6.279 -0.826 0.00
C -4.627 7.103 -0.852 0.00
C -4.796 8.456 -1.164 0.00
C -6.081 8.946 -1.073 0.00
C -7.159 8.124 -0.682 0.00
C -6.976 6.794 -0.379 0.00
C -5.682 6.276 -0.477 0.00
N -5.226 4.983 -0.241 0.00
C -3.949 5.031 -0.461 0.00
C -3.067 3.864 -0.292 0.00
C -1.684 3.946 -0.207 0.00
C -0.941 2.799 -0.006 0.00
N -1.477 1.572 0.092 0.02
C -2.820 1.507 0.009 0.01
C -3.628 2.603 -0.168 0.00
H -2.586 6.538 -1.105 0.00
H -3.965 9.091 -1.456 0.00
H -6.270 9.988 -1.304 0.00
H -8.150 8.558 -0.615 0.00
H -7.799 6.161 -0.070 0.00
H -1.160 4.895 -0.260 0.00
H 0.128 2.872 0.120 0.00
H -3.258 0.526 0.082 0.00
H -4.703 2.490 -0.211 0.00
O 2.415 -1.637 -1.792 0.00
S 1.205 -2.175 -1.235 0.00
O 0.891 -3.543 -1.476 0.00
O 1.067 -1.785 0.263 0.06
S -0.397 -0.940 -1.860 -0.09
F -1.453 -6.974 0.841 0.00
C -1.523 -5.630 0.888 0.00
C -2.180 -4.958 -0.113 0.00
C -2.249 -3.573 -0.046 0.00
C -1.681 -2.870 1.002 0.01
C -1.821 -1.358 1.087 0.01
C -1.039 -3.588 1.997 0.00
C -0.946 -4.973 1.949 0.00
H -2.628 -5.514 -0.929 0.00
H -2.762 -3.030 -0.837 0.00
H -1.920 -1.055 2.135 0.00
H -2.726 -1.071 0.560 0.01
H -0.607 -3.058 2.846 0.00
H -0.442 -5.542 2.724 0.00
C 1.106 2.687 -6.619 0.00
C 1.465 2.511 -5.166 0.00
C 1.791 1.250 -4.658 0.00
C 2.119 1.074 -3.323 0.00
C 2.111 2.188 -2.484 0.00
C 1.774 3.448 -2.957 0.00
C 1.461 3.602 -4.298 0.00
S 2.463 2.045 -0.772 0.01
C 4.086 1.354 -0.847 0.00
O 1.663 0.869 -0.204 0.02
H 1.575 1.923 -7.238 0.00
H 1.412 3.667 -6.986 0.00
H 0.023 2.606 -6.759 0.00
H 1.789 0.387 -5.320 0.00
H 2.366 0.086 -2.938 0.00
H 1.775 4.306 -2.291 0.00
H 1.212 4.586 -4.679 0.00
H 4.050 0.440 -1.443 0.00
H 4.375 1.132 0.179 0.00
H 4.744 2.106 -1.285 0.00
```

Values from the calculation:
Frontier orbital gap (spin up / spin down) in hartree: 0.2239 / 0.2394
Relative energy (zero: lowest compared OMol25 entry of this formula, charge and spin) in kJ/mol: 75.36
Net charge: +1
Calculated total energy in eV: -87113.128
F_max in eV/Å: 1.57
2S+1: 2